# C42H45N5ORuSTe

A molecular structure, C42H45N5ORuSTe (wB97M-V/def2-TZVPD, the Open Molecules 2025 dataset).

Last column: Mulliken charge in e.
Cartesian coordinates (Å):
1 Ru 1.6580 0.5483 -0.5193  0.0248
2 C 6.3622 -1.4485 -2.4337  -1.5106
3 C 5.3871 -0.7446 -1.4876  0.1695
4 C 5.9764 -0.6187 -0.0817  -1.3621
5 C 4.0500 -1.4524 -1.4664  0.9528
6 C 3.8955 -2.7122 -0.9156  0.0330
7 C 2.6655 -3.3719 -0.9450  -1.2213
8 C 1.5362 -2.7736 -1.4752  -0.2540
9 C 0.2182 -3.4875 -1.5295  -1.0820
10 C 1.6734 -1.4926 -2.0426  0.4431
11 C 2.9274 -0.8707 -2.0857  -1.5261
12 H 7.3087 -0.9097 -2.4767  0.4447
13 H 5.9593 -1.5121 -3.4447  0.3827
14 H 6.5696 -2.4637 -2.0893  0.3166
15 H 5.2104 0.2660 -1.8694  0.4265
16 H 6.2281 -1.5967 0.3326  0.3280
17 H 5.2774 -0.1316 0.6045  0.1699
18 H 6.8925 -0.0289 -0.1054  0.4614
19 H 4.7495 -3.2163 -0.4788  0.4472
20 H 2.5932 -4.3755 -0.5412  0.3969
21 H -0.5882 -2.8471 -1.1725  -0.0648
22 H 0.2314 -4.3969 -0.9302  0.4174
23 H -0.0244 -3.7684 -2.5568  0.4551
24 H 0.8463 -1.0936 -2.6196  0.7349
25 H 3.0793 0.0035 -2.7049  0.6216
26 S 3.3801 2.8162 6.3827  0.2088
27 N 2.9560 3.6585 5.0792  -0.6531
28 C 2.6928 2.7786 4.1258  0.7200
29 C 2.2359 3.0956 2.7883  0.5200
30 C 1.9667 4.3924 2.3448  -0.6204
31 C 1.5282 4.5681 1.0520  -1.1089
32 C 1.3916 3.4605 0.2205  -0.2405
33 N 1.6513 2.2224 0.6277  0.3555
34 C 2.0553 2.0313 1.9059  0.1550
35 C 2.2487 0.6481 2.3228  -0.8783
36 N 1.9724 -0.3125 1.4034  0.6829
37 C 2.0708 -1.5844 1.7761  -0.8135
38 C 2.4874 -1.9713 3.0458  -1.0734
39 C 2.7977 -1.0063 3.9758  -0.7575
40 C 2.6649 0.3368 3.6167  0.4204
41 C 2.9102 1.4383 4.5251  1.0309
42 N 3.3346 1.3272 5.7740  -0.6637
43 H 2.1041 5.2266 3.0199  0.5657
44 H 1.3059 5.5515 0.6637  0.5025
45 H 1.0932 3.5786 -0.8103  0.3613
46 H 1.8126 -2.3149 1.0265  0.5876
47 H 2.5562 -3.0231 3.2837  0.5462
48 H 3.1240 -1.2600 4.9758  0.5676
49 C -0.1491 2.4415 -3.5816  -1.4812
50 C 0.4220 1.7019 -2.4117  0.4687
51 O 1.6766 1.6837 -2.2578  -0.4750
52 N -0.1988 0.9995 -1.4530  1.3252
53 Te -2.2041 0.9748 -1.5087  0.4127
54 C -3.1188 1.6885 0.2559  0.5136
55 C -2.5257 2.0444 1.4621  0.6670
56 C -1.0618 1.9204 1.7615  -0.3523
57 C -3.3527 2.5307 2.4719  -1.0684
58 C -4.7239 2.6514 2.3176  0.5207
59 C -5.5953 3.1706 3.4224  -1.5929
60 C -5.2821 2.2720 1.0979  -0.9747
61 C -4.5101 1.8014 0.0508  0.5402
62 C -5.1981 1.4031 -1.2343  -1.8583
63 C -2.6236 -1.0804 -1.4996  1.5326
64 C -2.8224 -1.8545 -0.3483  0.1194
65 C -2.5306 -1.3913 1.0501  -1.4141
66 C -3.2692 -3.1603 -0.5210  -0.8012
67 C -3.4969 -3.7112 -1.7743  0.5712
68 C -3.9780 -5.1231 -1.9297  -1.7088
69 C -3.2501 -2.9237 -2.8962  -1.0808
70 C -2.8239 -1.6107 -2.7891  0.8595
71 C -2.5794 -0.8224 -4.0525  -1.9259
72 H -0.2625 1.7565 -4.4246  0.3421
73 H 0.5706 3.2033 -3.8732  0.4461
74 H -1.1129 2.9056 -3.3856  0.3863
75 H -0.4950 1.4811 0.9430  -0.9114
76 H -0.9142 1.3007 2.6488  0.6202
77 H -0.6407 2.9043 1.9788  0.6465
78 H -2.8991 2.8129 3.4157  0.4358
79 H -5.0167 3.3971 4.3154  0.3593
80 H -6.3604 2.4392 3.6847  0.3759
81 H -6.1103 4.0794 3.1083  0.3706
82 H -6.3541 2.3488 0.9584  0.4607
83 H -6.2732 1.5346 -1.1355  0.4658
84 H -5.0352 0.3495 -1.4839  0.3752
85 H -4.8819 2.0171 -2.0815  0.3344
86 H -1.5927 -0.8377 1.0998  -0.1314
87 H -2.4422 -2.2531 1.7094  0.5362
88 H -3.3240 -0.7546 1.4416  0.3495
89 H -3.4271 -3.7718 0.3597  0.4100
90 H -4.1484 -5.5968 -0.9655  0.4029
91 H -3.2491 -5.7183 -2.4818  0.3591
92 H -4.9103 -5.1498 -2.4949  0.3867
93 H -3.4045 -3.3442 -3.8832  0.4605
94 H -2.7779 -1.4412 -4.9245  0.4927
95 H -1.5405 -0.4876 -4.1256  0.2299
96 H -3.2255 0.0554 -4.1274  0.3785

## Properties
* Kohn-Sham gap: 7.11 eV
* net charge: +2
* max |F|: 0.0146 hartree/bohr
* HOMO level: -13.1 eV
* electronic energy: -74480.998 eV
* LUMO level: -6.00 eV
* spin multiplicity: 1

# C42H46AsFIrO

A molecular structure, C42H46AsFIrO (wB97M-V/def2-TZVPD, the Open Molecules 2025 dataset).

Last column: Mulliken spin population.
Cartesian coordinates (Å):
1 Ir 0.1439 0.1601 0.1134  0.3639
2 C -0.6037 3.2320 1.6944  -0.0010
3 C 0.3528 2.0818 1.5767  -0.0601
4 C 0.1342 0.9003 2.3714  0.0215
5 C -0.9538 0.9073 3.4033  -0.0030
6 C 0.9655 -0.2179 2.2248  0.0547
7 C 0.6914 -1.4841 2.9895  0.0042
8 C 2.1236 -0.1318 1.3843  0.0342
9 C 3.1064 -1.2715 1.3499  0.0116
10 C 2.3064 0.9986 0.5897  0.0719
11 C 3.4204 1.0397 -0.4192  -0.0139
12 C 1.4300 2.1288 0.6958  0.0265
13 C 1.6925 3.3364 -0.1533  -0.0011
14 H -0.2692 3.9221 2.4741  -0.0005
15 H -1.6029 2.8917 1.9522  0.0022
16 H -0.6765 3.7878 0.7646  0.0005
17 H -1.9212 0.6432 2.9715  0.0018
18 H -1.0540 1.9025 3.8312  0.0003
19 H -0.7372 0.2171 4.2128  0.0004
20 H 1.1926 -1.4663 3.9604  0.0007
21 H 1.0441 -2.3501 2.4372  -0.0041
22 H -0.3734 -1.6153 3.1629  0.0025
23 H 2.8358 -2.0080 0.5908  -0.0008
24 H 3.1360 -1.7814 2.3095  0.0012
25 H 4.1094 -0.9112 1.1390  -0.0004
26 H 4.3001 1.5355 0.0008  0.0008
27 H 3.1180 1.5924 -1.3055  0.0017
28 H 3.7148 0.0398 -0.7223  0.0014
29 H 1.2454 3.2027 -1.1438  0.0003
30 H 2.7600 3.4889 -0.2916  0.0000
31 H 1.2857 4.2381 0.2930  -0.0002
32 O 0.2563 0.8293 -1.8089  0.0178
33 As 0.0521 0.0974 -3.3543  0.0014
34 C 0.5360 1.5443 -4.4849  -0.0016
35 C -0.2032 2.7225 -4.4028  0.0008
36 C 0.1616 3.8064 -5.1831  0.0001
37 C 1.2551 3.7111 -6.0367  0.0001
38 C 1.9828 2.5338 -6.1212  -0.0001
39 C 1.6260 1.4407 -5.3425  0.0001
40 C -1.7474 -0.4236 -3.7186  0.0073
41 C -2.2264 -0.1947 -5.0064  0.0010
42 C -3.5162 -0.5861 -5.3363  -0.0002
43 C -4.3156 -1.2012 -4.3851  -0.0004
44 C -3.8300 -1.4366 -3.1048  0.0013
45 C -2.5417 -1.0545 -2.7649  -0.0253
46 C 1.2332 -1.3657 -3.6582  0.0034
47 C 2.5906 -1.2396 -3.3734  0.0023
48 C 3.4528 -2.2788 -3.6829  -0.0014
49 C 2.9609 -3.4270 -4.2944  0.0010
50 C 1.6098 -3.5436 -4.5856  -0.0016
51 C 0.7351 -2.5160 -4.2578  -0.0019
52 H -1.0667 2.7932 -3.7511  0.0000
53 H -0.4106 4.7231 -5.1370  0.0000
54 H 1.5344 4.5592 -6.6474  0.0000
55 H 2.8228 2.4601 -6.7984  0.0000
56 H 2.1851 0.5173 -5.4229  0.0001
57 H -1.6089 0.2990 -5.7478  0.0000
58 H -3.8942 -0.4053 -6.3332  0.0000
59 H -5.3225 -1.5022 -4.6425  0.0000
60 H -4.4585 -1.9236 -2.3705  -0.0001
61 H -2.1688 -1.2580 -1.7767  0.0142
62 H 2.9767 -0.3276 -2.9353  0.0006
63 H 4.5104 -2.1868 -3.4738  0.0001
64 H 3.6390 -4.2290 -4.5545  0.0001
65 H 1.2333 -4.4365 -5.0667  -0.0001
66 H -0.3201 -2.6098 -4.4848  0.0008
67 F -5.8601 1.3175 -0.1983  0.0034
68 C -4.5509 1.0912 -0.0949  0.0235
69 C -4.1165 0.0151 0.6603  0.0010
70 C -2.7537 -0.2162 0.7541  0.0199
71 C -1.8398 0.6134 0.1002  0.0963
72 C -2.3159 1.6752 -0.6657  -0.0236
73 C -3.6734 1.9342 -0.7525  -0.0056
74 H -4.8415 -0.6213 1.1497  0.0019
75 H -2.4015 -1.0687 1.3240  -0.0001
76 H -1.6164 2.3097 -1.1968  0.0037
77 H -4.0673 2.7594 -1.3305  0.0006
78 C 1.3212 -4.8832 0.3053  0.0135
79 C 0.0443 -4.3904 -0.3909  0.1001
80 C -0.0330 -4.9603 -1.8103  0.0051
81 C -1.1957 -4.8241 0.4173  0.0351
82 C 0.0375 -2.9251 -0.4050  0.0863
83 C -0.0007 -1.7002 -0.3096  0.1104
84 H 1.3082 -5.9721 0.3567  0.0005
85 H 1.3919 -4.5015 1.3250  -0.0012
86 H 2.2126 -4.5836 -0.2484  -0.0043
87 H -0.0412 -6.0497 -1.7655  -0.0003
88 H 0.8298 -4.6487 -2.3961  -0.0006
89 H -0.9408 -4.6309 -2.3181  -0.0009
90 H -1.2090 -5.9126 0.4825  0.0047
91 H -2.1159 -4.4994 -0.0684  -0.0049
92 H -1.1695 -4.4224 1.4312  -0.0017

## Properties
* Kohn-Sham gap (alpha / beta): 8.08 / 5.47 eV
* net charge: +2
* max |F|: 0.0173 hartree/bohr
* HOMO level (alpha / beta): -13.9 / -13.8 eV
* <S²>: 0.765
* electronic energy: -112727.492 eV
* LUMO level (alpha / beta): -5.84 / -8.36 eV
* spin multiplicity: 2

Going through the records in order, we get ΔE to the lowest compared entry with this formula, charge and spin values of 11.1, 0.0 kcal/mol.